{
  "formula": "C5H15InN",
  "method": "wB97M-V/def2-TZVPD",
  "symbols": ["C", "C", "C", "C", "In", "C", "N", "H", "H", "H", "H", "H", "H", "H", "H", "H", "H", "H", "H", "H", "H", "H"],
  "positions_angstrom": [[-1.58, -0.09, 1.84], [-1.01, 0.91, 0.84], [-0.73, 0.30, -0.53], [-2.00, -0.28, -1.15], [0.91, -1.24, -0.58], [2.82, -0.06, -0.92], [2.97, 0.98, 0.17], [-1.66, 0.36, 2.84], [-0.95, -0.97, 1.92], [-2.58, -0.42, 1.56], [-1.74, 1.73, 0.74], [-0.11, 1.34, 1.27], [-0.40, 1.12, -1.18], [-2.20, -1.30, -0.80], [-2.89, 0.34, -1.00], [-1.85, -0.38, -2.23], [0.55, -2.41, -1.89], [1.09, -2.12, 0.97], [2.75, 0.48, -1.86], [3.71, -0.68, -0.94], [2.37, 1.76, -0.08], [2.53, 0.61, 1.02]],
  "spin_multiplicity": 1,
  "charge": -1,
  "relative_energy_kcal_mol": 2.3,
  "gap_ev": 6.86
}

***

{
  "formula": "C38H31BrN2O5P2W",
  "method": "wB97M-V/def2-TZVPD",
  "symbols": ["W", "O", "C", "C", "C", "N", "C", "C", "C", "O", "O", "C", "O", "O", "H", "H", "H", "C", "C", "P", "C", "C", "C", "C", "C", "C", "C", "C", "C", "C", "C", "C", "P", "C", "C", "C", "C", "C", "C", "C", "C", "C", "C", "C", "C", "H", "H", "H", "H", "H", "H", "H", "H", "H", "H", "H", "H", "H", "H", "H", "H", "H", "H", "H", "H", "H", "H", "H", "H", "Br", "C", "C", "C", "N", "C", "C", "H", "H", "H", "H"],
  "positions_angstrom": [[0.46, 0.28, 0.26], [2.68, 0.65, 6.00], [2.17, 0.51, 4.79], [1.77, -0.72, 4.25], [1.27, -0.73, 2.98], [1.16, 0.38, 2.25], [1.53, 1.56, 2.75], [2.05, 1.68, 4.01], [1.28, 2.69, 1.78], [1.48, 3.84, 2.00], [0.73, 2.20, 0.65], [0.78, -1.94, 2.22], [0.79, -3.06, 2.64], [0.33, -1.58, 1.01], [2.73, -0.19, 6.48], [1.84, -1.65, 4.81], [2.34, 2.64, 4.41], [-1.97, -1.68, -1.37], [-2.83, -0.49, -0.92], [-2.02, 0.61, 0.30], [-2.37, 0.01, 1.97], [-2.13, 0.88, 3.03], [-2.25, 0.43, 4.34], [-2.61, -0.89, 4.59], [-2.84, -1.76, 3.53], [-2.72, -1.32, 2.22], [-2.81, 2.21, 0.14], [-2.12, 3.30, -0.40], [-2.78, 4.51, -0.56], [-4.11, 4.64, -0.19], [-4.79, 3.56, 0.36], [-4.14, 2.34, 0.53], [-0.26, -1.14, -1.72], [-0.32, 0.02, -3.09], [-0.74, -0.30, -4.38], [-0.77, 0.69, -5.35], [-0.37, 1.99, -5.04], [0.04, 2.32, -3.76], [0.07, 1.32, -2.80], [0.70, -2.58, -2.17], [0.61, -3.73, -1.39], [1.40, -4.83, -1.69], [2.29, -4.78, -2.76], [2.40, -3.62, -3.52], [1.61, -2.52, -3.23], [-2.37, -2.15, -2.27], [-1.91, -2.45, -0.60], [-3.79, -0.82, -0.51], [-3.05, 0.15, -1.78], [-1.88, 1.92, 2.84], [-2.09, 1.12, 5.16], [-2.71, -1.24, 5.61], [-3.13, -2.79, 3.73], [-2.91, -2.01, 1.41], [-1.08, 3.21, -0.67], [-2.25, 5.36, -0.97], [-4.62, 5.58, -0.31], [-5.82, 3.66, 0.66], [-4.68, 1.51, 0.97], [-1.04, -1.31, -4.63], [-1.09, 0.45, -6.35], [-0.40, 2.75, -5.81], [0.35, 3.33, -3.52], [0.38, 1.60, -1.78], [-0.06, -3.78, -0.54], [1.32, -5.73, -1.09], [2.90, -5.64, -2.99], [3.08, -3.58, -4.36], [1.69, -1.62, -3.83], [6.96, -0.69, -1.59], [5.20, -0.44, -1.06], [4.67, 0.84, -0.96], [3.35, 0.98, -0.57], [2.56, -0.07, -0.28], [3.09, -1.31, -0.39], [4.39, -1.53, -0.77], [5.26, 1.71, -1.18], [2.91, 1.96, -0.48], [2.43, -2.14, -0.17], [4.76, -2.55, -0.84]],
  "spin_multiplicity": 3,
  "charge": 2,
  "relative_energy_kcal_mol": 0.0,
  "gap_ev": [7.27, 7.19]
}

***

{
  "formula": "C32H37BBrFeN8O4S",
  "method": "wB97M-V/def2-TZVPD",
  "symbols": ["Fe", "C", "C", "C", "C", "C", "C", "N", "N", "B", "N", "C", "C", "C", "N", "C", "C", "C", "N", "C", "C", "C", "N", "C", "C", "C", "H", "H", "H", "H", "H", "H", "H", "H", "H", "H", "H", "H", "H", "H", "H", "H", "H", "H", "H", "H", "H", "H", "H", "H", "H", "H", "H", "H", "O", "N", "N", "O", "C", "C", "C", "C", "C", "C", "H", "H", "H", "H", "H", "S", "C", "Br", "C", "C", "C", "C", "C", "C", "C", "O", "O", "H", "H", "H", "H"],
  "positions_angstrom": [[0.01, -0.14, 0.99], [0.80, -3.39, -2.44], [1.75, -2.36, -1.80], [1.47, -0.96, -2.32], [1.75, -2.58, -0.30], [2.40, -3.69, 0.26], [2.04, -3.69, 1.58], [1.24, -2.64, 1.79], [1.07, -1.94, 0.65], [0.57, -2.28, 3.12], [1.09, -0.92, 3.62], [1.63, -0.68, 4.82], [2.07, 0.61, 4.84], [1.76, 1.13, 3.57], [1.15, 0.18, 2.83], [2.27, 2.50, 3.19], [3.72, 2.38, 2.70], [1.40, 3.36, 2.29], [-0.94, -2.17, 2.93], [-1.93, -2.85, 3.51], [-3.13, -2.37, 3.02], [-2.76, -1.36, 2.11], [-1.43, -1.25, 2.08], [-3.72, -0.53, 1.30], [-4.62, -1.41, 0.43], [-4.59, 0.33, 2.23], [0.86, -3.31, -3.53], [-0.23, -3.22, -2.13], [1.08, -4.40, -2.15], [2.76, -2.63, -2.11], [0.60, -0.49, -1.85], [1.30, -1.01, -3.40], [2.33, -0.31, -2.14], [3.02, -4.40, -0.26], [2.29, -4.36, 2.39], [0.82, -3.12, 3.94], [1.66, -1.47, 5.56], [2.56, 1.14, 5.64], [2.33, 3.03, 4.15], [3.78, 1.78, 1.80], [4.35, 1.92, 3.46], [4.13, 3.38, 2.48], [1.07, 2.83, 1.40], [1.95, 4.24, 1.97], [0.51, 3.70, 2.82], [-1.72, -3.63, 4.22], [-4.12, -2.71, 3.26], [-3.13, 0.12, 0.65], [-5.30, -1.99, 1.05], [-4.03, -2.10, -0.17], [-5.22, -0.78, -0.24], [-5.20, -0.31, 2.86], [-5.25, 0.96, 1.64], [-3.98, 0.96, 2.88], [2.46, 0.51, 0.21], [2.73, 1.44, -0.57], [1.68, 2.01, -1.06], [0.47, 1.67, -0.72], [1.88, 3.08, -1.98], [3.14, 3.39, -2.48], [3.27, 4.44, -3.37], [2.16, 5.18, -3.78], [0.91, 4.84, -3.28], [0.76, 3.80, -2.39], [4.00, 2.82, -2.16], [4.26, 4.69, -3.75], [2.28, 5.99, -4.48], [0.04, 5.40, -3.60], [-0.20, 3.51, -1.99], [-1.79, 2.63, 1.71], [-0.98, 1.38, 1.38], [-3.27, -0.28, -7.02], [-2.75, -0.64, -5.22], [-3.07, -1.87, -4.66], [-2.69, -2.13, -3.36], [-2.00, -1.17, -2.62], [-1.68, 0.05, -3.20], [-2.05, 0.32, -4.51], [-1.57, -1.47, -1.19], [-1.73, -2.61, -0.75], [-1.08, -0.46, -0.61], [-3.61, -2.60, -5.24], [-2.91, -3.08, -2.89], [-1.13, 0.77, -2.61], [-1.80, 1.27, -4.98]],
  "spin_multiplicity": 1,
  "charge": -1,
  "relative_energy_kcal_mol": 16.5,
  "gap_ev": [7.09, 7.09]
}

***

Number 1: electronic energy -12090.7536 eV. Number 2: electronic energy -143562.7670 eV. Number 3: electronic energy -169838.3753 eV.